# 1
{"formula": "C21H25N4O3Ru", "method": "ωB97M-V with the def2-TZVPD basis set", "elements": ["Ru", "C", "N", "C", "C", "C", "C", "C", "C", "N", "C", "C", "C", "C", "C", "C", "N", "C", "C", "C", "C", "C", "N", "H", "H", "H", "H", "H", "H", "H", "H", "H", "H", "H", "H", "H", "H", "H", "H", "H", "H", "C", "C", "C", "O", "H", "H", "H", "H", "H", "H", "H", "O", "O"], "positions_angstrom": [[-0.0262, -0.0013, 0.7137], [0.3216, -2.8261, -0.4313], [0.8092, -1.4668, -0.7280], [2.2999, -1.4634, -0.6865], [2.8463, -0.7375, 0.5097], [4.2022, -0.7467, 0.7803], [4.6722, -0.0833, 1.9010], [3.7679, 0.5660, 2.7284], [2.4298, 0.5389, 2.4028], [1.9761, -0.0985, 1.3080], [0.3407, -0.9926, -2.0548], [0.6978, 0.4622, -2.1546], [1.0456, 1.1047, -3.3263], [1.3659, 2.4545, -3.2781], [1.3397, 3.1146, -2.0587], [0.9795, 2.4070, -0.9288], [0.6640, 1.1076, -0.9799], [-1.1405, -2.7715, -0.1598], [-2.0040, -3.8197, -0.4144], [-3.3306, -3.6967, -0.0297], [-3.7441, -2.5318, 0.5978], [-2.8240, -1.5211, 0.7995], [-1.5502, -1.6385, 0.4203], [0.8333, -3.1720, 0.4707], [0.5723, -3.5115, -1.2454], [2.6950, -1.0153, -1.5993], [2.6604, -2.4936, -0.6668], [4.8777, -1.2777, 0.1229], [5.7294, -0.0790, 2.1295], [4.0892, 1.0902, 3.6164], [1.6855, 1.0268, 3.0151], [-0.7434, -1.1172, -2.1010], [0.7910, -1.5766, -2.8622], [1.0686, 0.5575, -4.2589], [1.6415, 2.9818, -4.1813], [1.5906, 4.1623, -1.9784], [0.9352, 2.8781, 0.0449], [-1.6405, -4.7184, -0.8934], [-4.0296, -4.5017, -0.2119], [-4.7647, -2.3994, 0.9260], [-3.1022, -0.6018, 1.2920], [-2.3949, 3.2002, -0.1756], [-2.6627, 1.8462, 0.4916], [-2.9271, 1.9791, 1.9781], [-1.6424, 0.9659, 0.0619], [-3.2621, 3.8415, -0.0257], [-2.2224, 3.0884, -1.2444], [-1.5352, 3.6807, 0.2921], [-3.5430, 1.4092, -0.0111], [-2.1469, 2.5494, 2.4770], [-3.0336, 1.0222, 2.4853], [-3.8641, 2.5247, 2.0959], [-0.3861, -0.5102, 2.5874], [-0.4075, 0.8104, 2.4378]], "mulliken_charge": [-0.163, -0.732, 1.350, -1.658, 0.819, -1.037, -0.341, -0.879, -0.333, 0.525, -1.046, 0.407, -1.061, -0.378, -1.031, -0.441, 1.160, 0.233, -1.119, -0.386, -1.088, -0.091, 0.675, 0.561, 0.475, 0.403, 0.680, 0.499, 0.449, 0.459, 0.631, 0.431, 0.547, 0.534, 0.464, 0.499, 0.585, 0.512, 0.452, 0.475, 0.216, -1.509, 0.436, -1.289, -0.064, 0.483, 0.341, 0.325, 0.351, 0.350, 0.365, 0.423, -0.252, -0.217], "s2": 0.889, "gap_ev": [6.80, 6.67], "multiplicity": 2, "lumo_ev": [-7.794, -8.545], "homo_ev": [-14.6, -15.2], "e_above_lowest_kj_mol": 0.00, "charge": 2}



# 2
{"formula": "C21H25N5O2S", "method": "ωB97M-V with the def2-TZVPD basis set", "elements": ["C", "C", "O", "C", "C", "C", "C", "C", "C", "N", "C", "N", "N", "C", "C", "N", "C", "C", "C", "C", "H", "H", "H", "H", "S", "C", "H", "C", "O", "N", "C", "C", "H", "H", "H", "H", "H", "C", "C", "H", "H", "H", "H", "H", "H", "H", "H", "H", "H", "H", "H", "H", "H", "H"], "positions_angstrom": [[0.7073, 4.1954, 3.3122], [0.0437, 2.8272, 3.4349], [0.3016, 2.0007, 2.3177], [1.4793, 1.3320, 2.2216], [2.5255, 1.3681, 3.1352], [3.6717, 0.6237, 2.9140], [3.7974, -0.1702, 1.7890], [2.7633, -0.2232, 0.8727], [1.6193, 0.5260, 1.0809], [0.5508, 0.4600, 0.1699], [-0.7298, 0.0852, 0.4450], [-1.4499, 0.0644, -0.6510], [-0.6595, 0.4296, -1.6598], [0.5393, 0.6743, -1.1867], [1.6461, 1.1618, -1.9825], [2.7114, 1.6386, -1.3430], [3.7152, 2.1027, -2.0613], [3.7221, 2.1221, -3.4477], [2.6082, 1.6307, -4.1153], [1.5484, 1.1415, -3.3769], [0.6547, 0.7504, -3.8343], [2.5708, 1.6304, -5.1952], [4.5710, 2.5110, -3.9881], [4.5545, 2.4771, -1.4891], [-1.2902, -0.3614, 2.0182], [-2.6535, -1.4405, 1.4635], [-3.0002, -1.9451, 2.3654], [-2.0841, -2.4753, 0.4994], [-1.0963, -3.1140, 0.8159], [-2.7207, -2.6695, -0.6721], [-3.8342, -1.8899, -1.1726], [-5.1717, -2.3749, -0.6146], [-5.9832, -1.7886, -1.0377], [-5.3300, -3.4204, -0.8697], [-5.2023, -2.2823, 0.4680], [-3.6688, -0.8319, -0.9591], [-3.8406, -1.9958, -2.2590], [-2.1547, -3.6569, -1.5765], [-1.1179, -3.0337, -2.5062], [-1.5387, -2.1859, -3.0416], [-0.2726, -2.6798, -1.9222], [-0.7651, -3.7708, -3.2228], [-1.6805, -4.4302, -0.9677], [-2.9705, -4.1048, -2.1493], [-3.4353, -0.8107, 1.0543], [2.8326, -0.8466, -0.0052], [4.6912, -0.7519, 1.6279], [4.4729, 0.6674, 3.6366], [2.4569, 1.9716, 4.0262], [-1.0439, 2.9393, 3.4392], [0.3409, 2.3234, 4.3619], [0.3731, 4.6849, 2.4008], [0.4354, 4.8120, 4.1646], [1.7899, 4.1029, 3.2726]], "mulliken_charge": [-1.140, -0.623, -0.268, 0.878, -0.526, -0.871, -0.928, -0.118, -0.136, 0.627, 0.038, 0.029, -0.846, 0.294, 0.616, -0.230, -0.281, -0.559, -0.357, -0.755, 0.467, 0.424, 0.379, 0.423, -0.147, -0.601, 0.405, 0.445, -0.686, 0.371, -0.780, -1.214, 0.401, 0.328, 0.265, 0.355, 0.507, -0.830, -0.997, 0.312, 0.150, 0.462, 0.404, 0.425, 0.354, 0.500, 0.410, 0.401, 0.373, 0.356, 0.444, 0.310, 0.396, 0.342], "gap_ev": 8.53, "lumo_ev": 0.495, "smiles": "CCOc1ccccc1-n1c(SCC(=O)N(CC)CC)nnc1-c1ccccn1", "homo_ev": -8.0, "e_above_lowest_kj_mol": 178.14}



# 3
{"formula": "C21H25NO4", "method": "ωB97M-V with the def2-TZVPD basis set", "elements": ["C", "C", "C", "H", "H", "H", "H", "O", "C", "O", "C", "C", "H", "H", "H", "O", "C", "C", "C", "C", "C", "C", "H", "H", "C", "O", "N", "H", "C", "H", "H", "C", "C", "C", "C", "C", "C", "C", "H", "H", "H", "H", "H", "H", "H", "H", "H", "H", "H", "H", "H"], "positions_angstrom": [[3.1723, 6.8751, -1.4864], [3.4268, 5.7151, -0.5309], [4.9096, 5.4366, -0.3392], [5.3720, 5.2140, -1.2973], [5.3932, 6.3060, 0.0963], [5.0507, 4.5855, 0.3215], [2.9423, 5.9199, 0.4321], [2.8372, 4.5124, -1.0683], [1.5519, 4.2932, -0.8182], [0.8412, 5.0073, -0.1685], [1.0925, 3.0059, -1.5142], [0.1774, 3.3996, -2.6772], [-0.2340, 2.5138, -3.1550], [-0.6417, 4.0031, -2.2930], [0.7359, 3.9758, -3.4102], [0.4092, 2.2493, -0.5356], [0.1636, 0.9302, -0.7480], [0.5839, 0.1863, -1.8471], [0.2744, -1.1581, -1.9229], [-0.4685, -1.7906, -0.9328], [-0.8729, -1.0451, 0.1742], [-0.5587, 0.2926, 0.2646], [-0.8584, 0.8795, 1.1183], [-1.4102, -1.5059, 0.9912], [-0.7443, -3.2463, -1.0967], [-0.0251, -3.9751, -1.7548], [-1.8793, -3.6883, -0.5003], [-2.4008, -3.0618, 0.0905], [-2.2023, -5.0907, -0.4077], [-3.2882, -5.2040, -0.4665], [-1.7352, -5.5853, -1.2620], [-1.6744, -5.7110, 0.9001], [-2.1868, -4.9434, 2.0840], [-3.4490, -5.1992, 2.6055], [-3.9440, -4.4464, 3.6556], [-3.1847, -3.4214, 4.1947], [-1.9256, -3.1581, 3.6828], [-1.4309, -3.9151, 2.6349], [-0.4454, -3.7099, 2.2399], [-1.3267, -2.3616, 4.1002], [-3.5716, -2.8323, 5.0129], [-4.9251, -4.6592, 4.0545], [-4.0455, -5.9978, 2.1872], [-0.5840, -5.6830, 0.8786], [-1.9976, -6.7518, 0.9467], [0.6064, -1.7453, -2.7659], [1.1563, 0.6346, -2.6438], [1.9849, 2.4753, -1.8709], [3.6003, 6.6559, -2.4620], [3.6261, 7.7807, -1.0946], [2.1031, 7.0390, -1.5965]], "mulliken_charge": [-1.369, 0.585, -1.407, 0.332, 0.421, 0.349, 0.338, -0.346, 0.097, -0.579, 0.589, -1.428, 0.441, 0.365, 0.385, -0.390, 0.742, -0.076, -1.354, 0.900, -0.164, -1.066, 0.436, 0.192, 0.278, -0.682, -0.145, 0.301, -0.866, 0.429, 0.404, -1.048, 0.387, -0.363, -0.527, -0.461, -0.564, -0.201, 0.399, 0.416, 0.382, 0.379, 0.402, 0.358, 0.434, 0.421, 0.415, 0.383, 0.322, 0.405, 0.348], "gap_ev": 9.44, "lumo_ev": 0.787, "smiles": "CC(C)OC(=O)[C@H](C)Oc1ccc(C(=O)NCCc2ccccc2)cc1", "homo_ev": -8.7, "e_above_lowest_kj_mol": 30.76}



# 4
{"formula": "C21H25NO6", "method": "ωB97M-V with the def2-TZVPD basis set", "elements": ["C", "C", "C", "C", "O", "O", "C", "C", "C", "C", "C", "C", "H", "H", "O", "C", "H", "H", "C", "O", "N", "H", "C", "H", "H", "C", "C", "C", "C", "C", "O", "O", "H", "H", "C", "C", "H", "H", "H", "H", "H", "H", "H", "H", "H", "C", "H", "H", "H", "H", "H", "H", "H"], "positions_angstrom": [[3.6754, 1.2501, 2.1699], [3.1566, 1.1094, 0.7769], [3.8484, 0.4399, -0.1712], [3.3693, 0.2807, -1.5280], [3.9322, -0.3349, -2.3996], [2.1771, 0.8820, -1.8348], [1.4456, 1.5409, -0.9072], [0.2125, 2.0412, -1.3356], [-0.6145, 2.6676, -0.4017], [-0.1892, 2.8174, 0.9219], [1.0392, 2.3450, 1.3180], [1.8813, 1.6822, 0.4206], [1.3437, 2.4732, 2.3435], [-0.8247, 3.2919, 1.6508], [-1.8337, 3.0940, -0.8539], [-2.8692, 3.2462, 0.0963], [-2.6590, 4.0341, 0.8263], [-3.7504, 3.5377, -0.4825], [-3.1558, 1.9232, 0.8303], [-3.3721, 1.8662, 2.0203], [-3.1422, 0.8700, -0.0040], [-2.9235, 1.0358, -0.9759], [-3.2477, -0.5097, 0.4115], [-4.1596, -0.9452, -0.0131], [-3.3325, -0.5098, 1.5001], [-2.0253, -1.3104, -0.0499], [-0.7684, -0.8914, 0.7100], [0.4524, -1.6023, 0.1396], [0.2776, -3.1236, 0.2344], [1.4714, -3.7957, -0.4114], [1.4296, -4.5496, -1.3444], [2.6220, -3.4425, 0.1776], [3.3728, -3.8438, -0.2885], [0.2688, -3.4067, 1.2924], [-1.0198, -3.5696, -0.4394], [-2.2255, -2.8161, 0.1163], [-2.3544, -3.0498, 1.1750], [-3.1266, -3.1367, -0.4098], [-1.1500, -4.6437, -0.3005], [-0.9344, -3.3888, -1.5125], [0.5820, -1.3234, -0.9088], [1.3520, -1.3063, 0.6811], [-0.6292, 0.1875, 0.6432], [-0.8839, -1.1477, 1.7653], [-1.8732, -1.1018, -1.1163], [-0.1967, 1.8592, -2.7643], [-1.1781, 2.2888, -2.9376], [-0.2044, 0.8006, -3.0203], [0.5246, 2.3427, -3.4203], [4.8011, -0.0203, 0.0377], [3.7695, 2.3022, 2.4340], [4.6486, 0.7764, 2.2622], [2.9904, 0.7837, 2.8765]], "mulliken_charge": [-1.855, 1.300, -0.610, 0.028, -0.653, -0.629, 0.100, 1.783, 0.532, -1.324, -0.980, 1.005, 0.449, 0.357, -0.554, -0.780, 0.375, 0.407, 0.745, -0.673, -0.062, 0.287, -1.395, 0.325, 0.398, 0.945, 0.216, -0.847, 0.529, 0.114, -0.595, -0.410, 0.350, 0.351, -0.823, -1.183, 0.338, 0.396, 0.434, 0.335, 0.212, 0.525, -0.911, 0.481, 0.147, -1.848, 0.407, 0.301, 0.393, 0.422, 0.386, 0.372, 0.389], "gap_ev": 8.73, "lumo_ev": 0.028, "smiles": "Cc1cc(=O)oc2c(C)c(OCC(=O)NC[C@H]3CC[C@H](C(=O)O)CC3)ccc12", "homo_ev": -8.7, "e_above_lowest_kj_mol": 25.54}



# 5
{"formula": "C21H25NO6", "method": "ωB97M-V with the def2-TZVPD basis set", "elements": ["C", "C", "C", "N", "C", "O", "C", "C", "C", "C", "C", "C", "C", "C", "C", "H", "O", "C", "O", "H", "H", "H", "H", "H", "C", "C", "C", "C", "O", "H", "H", "H", "H", "H", "H", "H", "C", "O", "C", "C", "H", "H", "H", "H", "H", "O", "H", "H", "H", "H", "H", "H", "H"], "positions_angstrom": [[1.7665, -4.4733, 4.8033], [2.1660, -4.4257, 3.6762], [2.5918, -4.3429, 2.2915], [1.7662, -3.4222, 1.5411], [2.2727, -2.3424, 0.9113], [3.4606, -2.0846, 0.8597], [1.2393, -1.4839, 0.2619], [1.5793, -0.3929, -0.4232], [0.5832, 0.4850, -1.1094], [0.4148, 1.8259, -0.4227], [0.9382, 2.0742, 0.8350], [0.7690, 3.2993, 1.4761], [0.0560, 4.2633, 0.8093], [-0.4677, 4.0252, -0.4613], [-0.2987, 2.8226, -1.0974], [-0.7042, 2.6592, -2.0828], [-1.1218, 5.1476, -0.9019], [-0.9954, 6.0982, 0.1334], [-0.2589, 5.5403, 1.1994], [-1.9967, 6.3902, 0.4898], [-0.4737, 6.9911, -0.2480], [1.1791, 3.4863, 2.4544], [1.4893, 1.2967, 1.3395], [0.9504, 0.6878, -2.1222], [-0.7603, -0.2650, -1.2289], [-0.7482, -1.2811, -2.3764], [-0.9249, -0.6270, -3.7437], [-0.9098, -1.6668, -4.8666], [-1.1435, -1.1025, -6.1337], [-0.4656, -0.4406, -6.3105], [0.0476, -2.2089, -4.8557], [-1.7149, -2.3905, -4.7199], [-0.1249, 0.0966, -3.9233], [-1.8751, -0.0900, -3.7766], [0.1897, -1.8407, -2.3545], [-1.5602, -1.9967, -2.2259], [-1.0488, -0.9696, 0.1036], [-1.1873, 0.0083, 1.0796], [-1.5585, -0.4654, 2.3631], [-1.7829, 0.7398, 3.2591], [-2.5778, 1.3591, 2.8536], [-0.8755, 1.3346, 3.3049], [-2.0542, 0.4129, 4.2589], [-0.7645, -1.1054, 2.7721], [-2.4759, -1.0687, 2.2781], [-0.0562, -1.9184, 0.4332], [-1.9715, -1.5781, 0.0357], [-1.5690, 0.4536, -1.3809], [2.6251, -0.1384, -0.4849], [0.7655, -3.5462, 1.5533], [2.5543, -5.3429, 1.8390], [3.6175, -3.9617, 2.2341], [1.4445, -4.5254, 5.8003]], "mulliken_charge": [0.222, -0.418, -0.957, -0.126, 0.054, -0.700, 0.845, -1.155, 0.733, -0.366, -0.333, -1.421, 1.055, 0.688, -1.305, 0.528, -0.510, -0.272, -0.492, 0.254, 0.245, 0.458, 0.537, 0.759, 0.270, -1.339, -0.251, -0.663, -0.526, 0.326, 0.310, 0.313, 0.449, 0.189, 0.197, 0.535, -0.796, -0.182, -0.200, -1.190, 0.306, 0.235, 0.436, 0.209, 0.313, -0.526, 0.518, 0.877, 0.514, 0.261, 0.324, 0.366, 0.407], "gap_ev": 8.59, "lumo_ev": 0.650, "smiles": "C#CCNC(=O)C1=C[C@H](c2ccc3c(c2)OCO3)[C@@H](CCCO)[C@H](OCC)O1", "homo_ev": -7.9, "e_above_lowest_kj_mol": 488.51}